Density functional theory data (the ωB97M-V functional and the def2-TZVPD basis) for a 15-piece molecular cluster, C17H36BBr2Cl28 overall.

Cartesian coordinates (Å):
B (-2.70671, -2.22989, -0.62819)
C (-1.57375, -1.00606, -0.54588)
Br (-0.09911, -1.30574, -1.88420)
C (-2.18960, 0.37144, -0.72844)
C (-2.15976, 0.99634, -2.11306)
Br (-1.41628, 1.71300, 0.54398)
H (-3.81009, -1.75024, -0.91240)
H (-2.38499, -3.03208, -1.48021)
H (-2.77558, -2.77116, 0.47480)
H (-1.00596, -1.03159, 0.38759)
H (-3.23469, 0.30397, -0.41132)
H (-2.95438, 1.74961, -2.20899)
H (-1.19925, 1.47248, -2.32745)
H (-2.34752, 0.21188, -2.85474)
C (-1.47435, 4.44721, -2.15304)
Cl (-0.14796, 3.73088, -3.07263)
Cl (-2.89852, 4.73894, -3.16225)
H (-1.72965, 3.74995, -1.35962)
H (-1.14206, 5.39655, -1.74833)
C (-5.15507, -0.15959, 3.22067)
Cl (-5.83104, -1.11000, 1.90436)
Cl (-3.39691, -0.01394, 3.12450)
H (-5.57768, 0.83767, 3.17694)
H (-5.39724, -0.64272, 4.16154)
C (-1.23288, -4.49539, -4.11311)
Cl (-2.20185, -3.90331, -5.48287)
Cl (-2.20562, -5.32769, -2.91155)
H (-0.50522, -5.19218, -4.50781)
H (-0.76754, -3.64001, -3.63122)
C (3.24913, 4.20623, -0.52564)
Cl (3.58010, 4.42266, -2.25458)
Cl (1.61685, 4.70537, -0.07413)
H (3.36756, 3.15770, -0.27839)
H (3.93918, 4.83171, 0.02683)
C (1.54922, -1.19363, 2.97008)
Cl (1.76336, -0.80002, 1.26339)
Cl (-0.14040, -1.14889, 3.48683)
H (1.94805, -2.18354, 3.15597)
H (2.05223, -0.43679, 3.55549)
C (-5.02631, -3.95652, 5.50137)
Cl (-3.90256, -2.64111, 5.87951)
Cl (-5.30937, -4.12417, 3.77120)
H (-4.60256, -4.88080, 5.87597)
H (-5.97096, -3.73922, 5.98607)
C (2.03732, 2.47359, 5.26590)
Cl (2.58857, 0.84417, 5.67275)
Cl (3.37174, 3.63507, 5.25718)
H (1.59470, 2.44644, 4.27618)
H (1.31444, 2.78497, 6.00969)
C (0.90998, -7.56841, -3.47837)
Cl (1.77702, -6.28835, -2.63332)
Cl (1.03525, -7.40558, -5.24148)
H (1.34033, -8.52242, -3.19932)
H (-0.13784, -7.50829, -3.20334)
C (6.08405, 0.63690, 5.60242)
Cl (5.75791, -0.36463, 4.18436)
Cl (7.78661, 1.11777, 5.71395)
H (5.47824, 1.53262, 5.52929)
H (5.83682, 0.07461, 6.49413)
C (-4.30180, 4.83124, -6.99777)
Cl (-4.80789, 5.84888, -8.35750)
Cl (-5.27022, 5.10495, -5.55002)
H (-4.41115, 3.79414, -7.29018)
H (-3.26981, 5.06385, -6.76302)
C (2.56490, 1.42786, -4.69485)
Cl (3.95903, 0.63983, -5.45455)
Cl (1.32118, 1.87623, -5.86484)
H (2.12526, 0.73679, -3.98422)
H (2.91144, 2.32742, -4.20100)
C (6.65079, -0.83904, 9.86342)
Cl (5.98386, -2.36540, 9.27596)
Cl (5.87999, 0.56171, 9.10822)
H (6.48854, -0.78050, 10.93277)
H (7.70685, -0.81216, 9.62286)
C (-3.30613, -5.79625, -8.65989)
Cl (-2.81250, -5.12839, -10.22446)
Cl (-5.04238, -6.12352, -8.59215)
H (-2.77854, -6.73016, -8.50998)
H (-3.05692, -5.08178, -7.88565)
C (3.62161, 7.18233, 2.12154)
Cl (2.21407, 6.53680, 2.96299)
Cl (4.95279, 6.01285, 2.01275)
H (3.32373, 7.45270, 1.11474)
H (3.98588, 8.04384, 2.66778)

Electronic energy ... -509604.05434 eV
Total charge ... -1

***

Density functional theory data (the ωB97M-V functional and the def2-TZVPD basis) for a 4-piece molecular cluster, C17H36N4O3P overall.

Cartesian coordinates (Å):
N (-1.92714, 0.82262, 1.71410)
C (-0.56493, 0.34438, 1.17046)
C (0.56301, 1.09105, 2.12601)
O (1.92760, 1.11033, 1.50040)
C (0.55031, 0.63512, 3.68961)
P (0.75066, -1.21481, 4.05903)
O (-0.88920, -1.72814, 3.60329)
C (-0.53393, -3.01444, 2.91582)
C (0.98482, -3.05743, 2.22683)
O (1.52857, -1.69637, 2.55081)
H (-2.53326, 0.01251, 1.96727)
H (-2.38181, 1.48159, 1.04558)
H (-0.50332, -0.82270, 1.17555)
H (-0.50526, 0.76004, 0.07473)
H (0.23922, 2.24172, 2.11863)
H (2.62880, 0.91286, 2.18835)
H (-0.42354, 1.01496, 4.26480)
H (1.45289, 1.19812, 4.22626)
H (0.86616, -2.61474, 4.46338)
H (0.12335, -0.88342, 5.34437)
H (1.98217, -1.00638, 4.81973)
H (-0.71998, -3.98121, 3.56830)
H (-1.24610, -2.96994, 1.98292)
H (1.71831, -3.92467, 2.58141)
H (1.06364, -3.13480, 1.06177)
C (-3.28851, 4.81384, 4.04583)
C (-4.32045, 3.72926, 4.33856)
C (-4.19911, 3.15872, 5.75301)
C (-2.82695, 2.53152, 5.93765)
N (-1.68862, 2.01121, 6.09091)
H (-2.26688, 4.42483, 4.09958)
H (-3.43138, 5.21160, 3.03614)
H (-3.37964, 5.64402, 4.75571)
H (-4.20771, 2.92443, 3.60185)
H (-5.32395, 4.14856, 4.20648)
H (-4.96787, 2.39650, 5.91772)
H (-4.33822, 3.94813, 6.49956)
C (3.53585, -0.46594, -3.62604)
C (3.07971, -0.07803, -2.22305)
C (1.73242, -0.69572, -1.84336)
C (0.65938, -0.22075, -2.80944)
N (-0.23084, 0.17322, -3.61087)
H (2.84149, -0.10480, -4.39115)
H (4.51446, -0.02603, -3.84259)
H (3.62177, -1.55428, -3.72382)
H (3.01876, 1.01535, -2.15964)
H (3.83778, -0.40078, -1.50095)
H (1.45679, -0.39927, -0.82590)
H (1.78786, -1.78923, -1.87516)
C (1.25083, -0.76243, -8.50196)
C (0.21889, -1.84701, -8.20923)
C (0.34023, -2.41755, -6.79478)
C (1.71240, -3.04475, -6.61014)
N (2.85072, -3.56506, -6.45688)
H (2.27246, -1.15143, -8.44821)
H (1.10797, -0.36467, -9.51165)
H (1.15970, 0.06776, -7.79208)
H (0.33163, -2.65184, -8.94594)
H (-0.78461, -1.42770, -8.34130)
H (-0.42852, -3.17977, -6.63007)
H (0.20112, -1.62814, -6.04823)

Electronic energy ... -39598.25507 eV
Total charge ... -1

***

Density functional theory data (the ωB97M-V functional and the def2-TZVPD basis) for an isolated ion of composition C17H36NO2 and charge +1.

Cartesian coordinates (Å):
C (-7.41784, -3.08439, -0.46246)
C (-7.44247, -1.60562, -0.09581)
C (-6.04044, -1.06194, 0.16958)
C (-6.06555, 0.42135, 0.53231)
C (-4.69643, 0.97612, 0.92646)
C (-3.70756, 1.02986, -0.23618)
C (-2.38682, 1.67882, 0.17268)
C (-1.39825, 1.72555, -0.99061)
C (-0.09815, 2.46225, -0.66296)
C (0.77807, 1.70525, 0.33385)
C (2.08102, 2.43746, 0.66218)
C (3.09178, 2.41610, -0.47958)
O (3.49676, 1.06579, -0.79369)
C (4.47425, 0.54027, -0.10632)
O (5.12435, 1.06335, 0.75857)
C (4.69947, -0.91046, -0.59594)
N (5.83236, -1.62416, 0.03878)
C (5.61411, -1.74287, 1.49467)
C (7.09782, -0.90471, -0.21032)
C (5.92276, -2.97557, -0.54735)
H (-6.98152, -3.67053, 0.34378)
H (-8.42527, -3.45004, -0.64489)
H (-6.82681, -3.24592, -1.36172)
H (-7.90047, -1.03777, -0.90869)
H (-8.05914, -1.46348, 0.79437)
H (-5.42858, -1.21604, -0.72136)
H (-5.58615, -1.62544, 0.98862)
H (-6.45720, 0.99364, -0.31163)
H (-6.75132, 0.56283, 1.37103)
H (-4.27828, 0.36475, 1.73010)
H (-4.82931, 1.98770, 1.31797)
H (-3.50897, 0.01991, -0.59916)
H (-4.15003, 1.59785, -1.05744)
H (-1.96145, 1.11509, 1.00539)
H (-2.57792, 2.69565, 0.52263)
H (-1.16672, 0.70693, -1.31205)
H (-1.87828, 2.23206, -1.83055)
H (-0.33706, 3.44642, -0.25547)
H (0.45379, 2.61249, -1.59315)
H (0.22394, 1.57148, 1.26285)
H (1.00586, 0.71362, -0.06541)
H (2.54605, 1.99002, 1.54386)
H (1.86680, 3.48105, 0.89392)
H (2.65920, 2.79487, -1.40480)
H (3.98057, 2.99432, -0.21358)
H (4.85208, -0.86709, -1.67722)
H (3.77286, -1.46047, -0.41204)
H (6.43811, -2.28938, 1.94872)
H (4.68651, -2.27609, 1.69452)
H (5.56095, -0.75164, 1.94181)
H (7.26772, -0.80013, -1.28034)
H (7.92855, -1.45639, 0.22492)
H (7.05686, 0.08387, 0.24372)
H (5.00125, -3.52873, -0.37369)
H (6.09766, -2.91478, -1.62023)
H (6.74646, -3.52311, -0.09256)

Electronic energy ... -23792.53928 eV
SMILES ... CCCCCCCCCCCCOC(=O)C[N+](C)(C)C
Total charge ... +1
Energy relative to the best compared isomer or geometry (same formula, charge and spin) ... 24.94 kcal/mol

***

| no. | maximum force (Eh/bohr) | Kohn-Sham gap (eV) | highest occupied orbital energy (eV) |
| --- | --- | --- | --- |
| 1 | 0.009 | 7.10 | -5.51 |
| 2 | 0.197 | 6.32 | -3.95 |
| 3 | 0.023 | 9.50 | -12.16 |